No. 1
The following is a quantum chemistry calculation of a structure of composition C41H46ClF4GeMnN8O7Si3, from the Open Molecules 2025 dataset.

## Properties
HOMO (alpha / beta): -11.158 / -10.967 eV
Multiplicity: 2
Charge: +1
LUMO (alpha / beta): -5.46 / -5.47 eV
Orbital gap (alpha / beta): 5.70 / 5.50 eV
Expectation value of S²: 1.02

The geometry in XYZ format:
```
112
Properties=species:S:1:pos:R:3:lowdin_charge:R:1
Mn 0.425 -0.992 1.954 0.615
C 0.197 -1.003 6.303 -0.007
C -0.157 -1.019 4.949 -0.064
N 0.739 -0.988 3.983 0.049
C 2.045 -0.906 4.319 -0.126
C 2.499 -0.894 5.638 -0.123
C 1.523 -0.949 6.649 0.023
C 3.913 -0.830 5.887 0.002
C 4.798 -0.777 4.868 0.002
C 4.351 -0.763 3.502 -0.126
C 5.209 -0.704 2.389 0.025
C 4.675 -0.690 1.126 -0.006
C 3.284 -0.715 0.966 -0.072
N 2.460 -0.752 1.995 0.053
C 2.982 -0.806 3.241 -0.143
H -0.581 -1.041 7.053 0.118
H -1.196 -1.072 4.649 0.099
H 1.826 -0.943 7.689 0.128
H 4.257 -0.831 6.913 0.123
H 5.862 -0.740 5.063 0.123
H 6.281 -0.678 2.540 0.129
H 5.308 -0.663 0.250 0.112
H 2.825 -0.703 -0.015 0.103
C 2.568 2.896 2.980 -0.052
C 1.200 3.556 2.899 -0.157
C 0.409 3.179 1.635 -0.306
C -0.976 3.863 1.659 -0.155
C -1.846 3.545 0.454 -0.066
C 1.181 3.685 0.434 -0.407
O 1.490 4.838 0.279 0.139
N 1.539 2.726 -0.499 0.238
C 1.111 1.414 -0.515 -0.459
O 1.460 0.801 -1.561 -0.206
N 0.485 0.887 0.524 0.177
C 0.205 1.678 1.592 -0.417
O -0.236 1.104 2.593 0.028
H 3.080 3.185 3.898 0.086
H 3.209 3.193 2.147 0.087
H 2.488 1.806 2.977 0.058
H 1.304 4.641 2.891 0.129
H 0.588 3.285 3.760 0.125
H -0.795 4.937 1.727 0.130
H -1.468 3.550 2.582 0.126
H -1.374 3.857 -0.481 0.080
H -2.799 4.069 0.522 0.083
H -2.062 2.476 0.380 0.069
H 2.030 3.047 -1.323 0.151
C 0.237 -2.460 -5.179 -0.213
Si -0.095 -2.389 -3.316 0.363
C 0.580 -3.963 -2.577 -0.198
C -1.909 -2.159 -2.943 -0.201
Ge 1.112 -0.415 -3.134 0.813
Si 3.441 -0.669 -3.607 0.388
C 3.678 -0.563 -5.460 -0.207
C 4.023 -2.326 -2.942 -0.203
C 4.382 0.716 -2.767 -0.204
Si 0.058 1.377 -4.255 0.383
C -0.247 1.057 -6.073 -0.212
C -1.563 1.669 -3.348 -0.205
C 1.131 2.913 -4.095 -0.195
H -0.609 -2.918 -5.697 0.048
H 1.113 -3.088 -5.360 0.037
H 0.412 -1.498 -5.669 -0.011
H 0.568 -4.721 -3.365 0.049
H -0.014 -4.330 -1.744 0.010
H 1.606 -3.858 -2.234 0.002
H -2.451 -3.106 -2.946 0.041
H -2.369 -1.497 -3.683 0.025
H -2.006 -1.714 -1.956 0.018
H 3.072 -1.299 -5.993 0.024
H 4.722 -0.738 -5.728 0.040
H 3.401 0.429 -5.826 0.028
H 3.909 -3.112 -3.691 0.039
H 3.482 -2.636 -2.046 0.005
H 5.083 -2.267 -2.684 0.034
H 4.162 1.675 -3.243 0.025
H 5.455 0.535 -2.855 0.040
H 4.136 0.805 -1.707 0.006
H -0.981 0.270 -6.257 0.030
H 0.678 0.788 -6.589 0.029
H -0.622 1.977 -6.528 0.040
H -2.351 1.023 -3.737 0.025
H -1.885 2.707 -3.465 0.038
H -1.462 1.466 -2.279 0.013
H 2.191 2.680 -4.227 0.019
H 1.005 3.410 -3.132 0.015
H 0.854 3.634 -4.868 0.042
O 0.989 -3.065 2.032 -0.352
Cl 0.786 -3.374 0.605 0.706
O -0.347 -4.212 0.440 -0.275
O 1.966 -3.925 0.050 -0.274
O 0.521 -2.044 0.013 -0.411
F -6.509 -1.939 3.923 0.151
C -6.429 -1.328 2.752 -0.131
C -7.548 -0.925 2.142 -0.127
F -8.710 -1.142 2.725 0.160
C -7.544 -0.249 0.845 -0.003
C -6.212 -0.057 0.276 -0.125
C -5.100 -0.461 0.893 -0.136
F -3.920 -0.222 0.340 0.139
C -5.106 -1.135 2.178 0.000
C -3.973 -1.538 2.797 -0.097
C -2.653 -1.418 2.244 -0.038
N -1.529 -1.322 2.053 0.215
C -3.915 -2.124 4.107 -0.163
N -3.723 -2.591 5.139 0.221
F -6.113 0.550 -0.894 0.152
C -8.669 0.173 0.232 -0.107
C -9.990 0.007 0.775 -0.150
N -11.070 -0.067 1.154 0.231
C -8.678 0.846 -1.039 -0.152
N -8.764 1.401 -2.040 0.227
```



No. 2
The following is a quantum chemistry calculation of a structure of composition C41H46F4N7NaP2S2, from the Open Molecules 2025 dataset.

## Properties
HOMO: -1.557 eV
Charge: -2
LUMO: 3.59 eV
Orbital gap: 5.15 eV

The geometry in XYZ format:
```
103
Properties=species:S:1:pos:R:3:lowdin_charge:R:1
Na 1.029 -0.066 0.994 0.138
S -1.087 -2.594 0.533 0.192
P -0.735 -1.649 -1.174 0.307
C -0.065 -0.098 -0.999 -0.560
P 0.442 0.738 -2.392 0.299
S 1.421 2.426 -2.045 0.173
C 1.578 -0.089 -3.596 -0.349
C 2.552 -0.915 -3.042 -0.104
C 3.561 -1.449 -3.827 -0.096
C 3.613 -1.154 -5.183 -0.118
C 2.655 -0.318 -5.741 -0.108
C 1.646 0.217 -4.953 -0.106
C -1.012 1.155 -3.451 -0.331
C -1.768 2.263 -3.058 -0.125
C -2.978 2.552 -3.665 -0.107
C -3.465 1.735 -4.681 -0.126
C -2.723 0.636 -5.083 -0.102
C -1.511 0.348 -4.471 -0.108
C 0.233 -2.788 -2.248 -0.338
C 1.289 -3.479 -1.655 -0.117
C 2.144 -4.256 -2.420 -0.100
C 1.961 -4.348 -3.795 -0.121
C 0.912 -3.667 -4.393 -0.097
C 0.054 -2.892 -3.625 -0.106
C -2.415 -1.748 -1.964 -0.342
C -3.227 -0.624 -1.846 -0.117
C -4.561 -0.659 -2.224 -0.106
C -5.106 -1.833 -2.723 -0.122
C -4.306 -2.963 -2.844 -0.108
C -2.973 -2.923 -2.466 -0.106
H 2.507 -1.120 -1.979 0.102
H 4.307 -2.096 -3.380 0.101
H 4.406 -1.561 -5.800 0.086
H 2.699 -0.074 -6.797 0.087
H 0.922 0.893 -5.391 0.097
H -1.378 2.894 -2.267 0.072
H -3.551 3.417 -3.350 0.090
H -4.418 1.952 -5.150 0.087
H -3.096 -0.006 -5.875 0.095
H -0.939 -0.514 -4.791 0.080
H 1.417 -3.402 -0.581 0.074
H 2.958 -4.789 -1.942 0.097
H 2.636 -4.943 -4.399 0.090
H 0.761 -3.735 -5.465 0.096
H -0.768 -2.369 -4.096 0.084
H -2.779 0.286 -1.460 0.082
H -5.173 0.232 -2.136 0.094
H -6.150 -1.872 -3.016 0.084
H -4.729 -3.887 -3.226 0.088
H -2.360 -3.814 -2.539 0.102
C 0.966 2.736 5.404 -0.086
C 1.694 3.436 4.258 -0.269
N 1.176 3.065 2.949 -0.164
C -0.024 3.845 2.683 -0.264
C -0.712 3.569 1.356 -0.091
C 2.180 3.147 1.887 -0.188
C 3.393 2.233 2.070 -0.231
N 3.070 0.827 1.946 0.039
C 3.876 -0.085 2.419 -0.215
C 3.552 -1.469 2.186 -0.155
F 2.489 -1.722 1.372 0.025
C 4.250 -2.526 2.689 -0.253
F 3.839 -3.786 2.415 0.054
C 5.390 -2.363 3.471 -0.007
C 5.785 -1.050 3.666 -0.259
F 6.914 -0.830 4.386 0.041
C 5.102 0.032 3.170 -0.140
F 5.656 1.259 3.412 0.025
H 1.527 2.848 6.336 0.061
H 0.882 1.682 5.148 0.059
H -0.040 3.134 5.555 0.055
H 2.745 3.162 4.308 0.095
H 1.645 4.533 4.401 0.106
H 0.204 4.932 2.750 0.108
H -0.728 3.609 3.489 0.102
H -0.136 3.934 0.509 0.051
H -1.682 4.078 1.345 0.066
H -0.868 2.498 1.222 0.046
H 2.560 4.187 1.804 0.122
H 1.709 2.877 0.941 0.062
H 3.888 2.476 3.016 0.081
H 4.101 2.519 1.277 0.120
H 5.930 -3.200 3.883 0.103
C -4.805 -0.005 3.276 -0.087
N -3.761 0.873 2.778 -0.175
C -4.161 1.547 1.558 -0.077
C -2.420 0.413 2.779 -0.439
N -1.626 0.396 1.808 0.178
N -2.008 -0.024 4.044 0.120
C -0.887 -0.816 4.285 -0.526
N -1.096 -1.684 5.376 0.106
N 0.187 -0.675 3.641 0.186
H -5.684 0.593 3.529 0.077
H -4.491 -0.534 4.172 0.065
H -5.101 -0.755 2.528 0.093
H -5.094 2.083 1.748 0.081
H -4.324 0.851 0.723 0.085
H -3.398 2.270 1.275 0.075
H -2.031 0.562 0.892 0.032
H -2.626 0.128 4.818 0.116
H -1.993 -2.145 5.378 0.073
H -0.345 -2.349 5.478 0.079
H 0.898 -1.367 3.866 0.064
```



No. 3
The following is a quantum chemistry calculation of a structure of composition C41H46P2V, from the Open Molecules 2025 dataset.

## Properties
HOMO (alpha / beta): -6.641 / -6.652 eV
Multiplicity: 4
LUMO (alpha / beta): -0.56 / -0.57 eV
Orbital gap (alpha / beta): 6.09 / 6.08 eV
Expectation value of S²: 3.84

The geometry in XYZ format:
```
90
Properties=species:S:1:pos:R:3:lowdin_charge:R:1
V 0.089 1.143 0.365 0.476
C 1.758 -3.114 2.482 -0.117
C 2.019 -2.769 1.198 -0.093
C 1.199 -3.192 -0.024 -0.183
C -0.156 -2.474 -0.357 -0.201
C -1.287 -2.457 0.608 -0.128
C -1.321 -3.094 1.808 -0.112
C -0.502 -4.283 2.143 -0.203
C 0.732 -4.054 3.029 -0.185
C -1.638 2.376 1.335 -0.244
H 2.519 -2.877 3.237 0.103
H 2.796 -2.027 1.111 0.072
H 1.026 -4.272 -0.012 0.093
H 1.872 -3.024 -0.879 0.094
H 0.089 -1.461 -0.764 0.058
H -0.536 -3.088 -1.190 0.110
H -1.939 -1.604 0.447 0.076
H -1.892 -2.623 2.597 0.092
H -0.261 -4.855 1.241 0.100
H -1.193 -4.881 2.737 0.106
H 0.419 -3.515 3.927 0.065
H 1.084 -5.063 3.316 0.122
H -0.885 2.576 2.157 -0.039
H -2.645 2.145 1.784 -0.015
H -1.772 3.288 0.631 -0.021
P 1.485 1.495 -1.877 0.951
P -1.279 1.034 -1.825 0.956
C 0.977 0.052 -2.811 -0.303
C -0.382 -0.127 -2.855 -0.300
C 2.455 2.458 -3.150 -0.341
C 2.787 2.039 -4.464 -0.093
C 3.247 2.940 -5.434 -0.074
C 3.536 4.271 -5.052 -0.074
C 3.392 4.669 -3.707 -0.078
C 2.824 3.784 -2.786 -0.100
C 2.799 1.062 -0.645 -0.360
C 2.522 1.273 0.722 -0.144
C 3.607 1.182 1.604 -0.046
C 4.873 0.760 1.181 -0.062
C 5.107 0.498 -0.166 -0.062
C 4.058 0.623 -1.073 -0.078
C -1.982 2.028 -3.344 -0.259
C -1.201 2.995 -4.012 -0.089
C -1.701 3.666 -5.134 -0.084
C -2.994 3.408 -5.606 -0.090
C -3.726 2.361 -5.055 -0.073
C -3.180 1.644 -3.980 -0.079
C -2.882 0.224 -1.460 -0.408
C -3.823 0.958 -0.733 -0.105
C -5.006 0.347 -0.351 -0.062
C -5.258 -0.961 -0.754 -0.079
C -4.463 -1.576 -1.716 -0.075
C -3.267 -0.965 -2.100 -0.122
H 1.684 -0.509 -3.431 0.082
H -0.897 -0.680 -3.641 0.089
H 2.689 1.017 -4.810 0.092
H 3.380 2.624 -6.481 0.111
H 3.878 4.988 -5.780 0.096
H 3.724 5.672 -3.391 0.112
H 2.668 4.125 -1.763 0.106
H 1.551 1.741 1.083 0.049
H 3.473 1.454 2.663 0.127
H 5.688 0.633 1.903 0.116
H 6.096 0.197 -0.514 0.113
H 4.213 0.362 -2.106 0.105
H -0.193 3.235 -3.655 0.084
H -1.087 4.407 -5.662 0.107
H -3.460 4.006 -6.401 0.109
H -4.707 2.081 -5.435 0.108
H -3.739 0.783 -3.648 0.088
H -3.605 1.986 -0.483 0.092
H -5.713 0.902 0.263 0.111
H -6.115 -1.497 -0.356 0.105
H -4.781 -2.513 -2.184 0.110
H -2.701 -1.344 -2.942 0.092
C -0.561 -0.255 6.523 -0.097
C -0.212 -1.475 5.668 -0.626
C 1.028 -2.064 6.371 -0.081
C -1.297 -2.500 5.994 -0.089
C -0.177 -1.006 4.235 -0.237
C -0.203 -0.465 3.110 -0.043
H -0.728 -0.540 7.560 0.072
H -1.478 0.207 6.187 0.080
H 0.249 0.470 6.540 0.080
H 0.766 -2.264 7.421 0.077
H 1.355 -3.047 6.021 0.069
H 1.870 -1.373 6.412 0.077
H -2.283 -2.175 5.684 0.081
H -1.093 -3.499 5.623 0.069
H -1.382 -2.630 7.079 0.076
```